{
  "formula": "C4H6O2",
  "method": "ωB97M-V with the def2-TZVPD basis set",
  "spin_multiplicity": 1,
  "total_charge": 0,
  "orbital_gap_ha": 0.36813,
  "e_homo_ev": -9.38,
  "smiles": "O=CC1(O)CC1",
  "de_lowest_ev": 4.225,
  "lumo_ev": 0.64,
  "fmax_ev_per_a": 1.366,
  "symbols": ["O", "C", "C", "O", "C", "C", "H", "H", "H", "H", "H", "H"],
  "positions_angstrom": [[0.084, 2.099, -0.253], [-0.249, 1.124, -0.873], [0.074, -0.311, -0.348], [0.130, -1.318, -1.314], [-0.733, -0.243, 0.869], [1.102, 0.002, 0.626], [-0.872, 1.238, -1.774], [-0.438, -2.044, -1.023], [-1.717, 0.249, 0.735], [-0.731, -0.882, 1.739], [1.553, -0.706, 1.310], [1.797, 0.791, 0.306]],
  "atomic_forces_ev_per_a": [[-0.2, 0.1, -0.7], [-0.1, 0.1, -0.6], [0.2, 0.3, 0.0], [-0.3, -0.2, -0.1], [0.5, 0.2, 0.4], [-0.2, -0.1, 0.4], [0.0, -0.3, -0.2], [0.1, 0.2, -0.1], [0.9, 0.7, 0.7], [0.3, -0.8, -0.5], [-0.4, -0.4, -0.2], [-0.7, 0.2, 1.0]]
}

{
  "formula": "C6H8",
  "method": "ωB97M-V with the def2-TZVPD basis set",
  "spin_multiplicity": 1,
  "total_charge": 0,
  "orbital_gap_ha": [0.29958, 0.26362],
  "e_homo_ev": [-8.22, -8.38],
  "de_lowest_ev": 8.078,
  "lumo_ev": [-0.06, -1.21],
  "fmax_ev_per_a": 3.543,
  "symbols": ["C", "C", "C", "C", "C", "C", "H", "H", "H", "H", "H", "H", "H", "H"],
  "positions_angstrom": [[-0.242, 0.313, 1.028], [-1.009, 0.884, 1.963], [1.518, 0.288, -0.202], [0.883, -0.623, 0.840], [0.090, 0.340, -0.405], [-0.765, -0.244, -1.492], [-1.634, 1.687, 1.525], [-0.882, 0.556, 3.072], [2.083, 1.196, 0.283], [2.060, -0.171, -0.949], [0.717, -3.042, -0.306], [-0.125, -0.646, -2.165], [-1.172, 0.559, -2.090], [-1.522, -1.096, -1.100]],
  "atomic_forces_ev_per_a": [[0.6, -0.8, -0.9], [0.2, -0.4, 0.9], [1.0, 1.9, 0.9], [-1.0, 0.9, 0.3], [-1.3, 0.2, 2.4], [-1.9, -0.6, 2.5], [0.1, -0.4, 1.2], [-0.7, 0.9, -2.2], [-1.1, -1.7, -0.9], [1.5, -0.9, -1.6], [0.0, 0.3, 0.2], [2.0, -2.0, -2.1], [-1.0, 0.3, 0.3], [1.6, 2.4, -1.0]]
}

{
  "formula": "C4H6IN4O2",
  "method": "ωB97M-V with the def2-TZVPD basis set",
  "spin_multiplicity": 1,
  "total_charge": 1,
  "orbital_gap_ha": 0.32848,
  "e_homo_ev": -13.45,
  "smiles": "Nc1[nH]c(CC(=O)I)n[n+]1O",
  "lumo_ev": -4.52,
  "fmax_ev_per_a": 9.216,
  "symbols": ["N", "C", "N", "C", "C", "C", "O", "I", "N", "N", "O", "H", "H", "H", "H", "H", "H"],
  "positions_angstrom": [[2.421, -0.558, 1.545], [1.503, -0.124, 0.424], [0.101, 0.373, 0.717], [-0.432, 0.640, -0.679], [-1.996, 1.161, -0.683], [-2.823, 0.086, 0.295], [-3.312, 0.429, 1.491], [-2.983, -1.971, -0.559], [0.542, 0.349, -1.799], [1.677, -0.098, -1.085], [2.867, -0.532, -1.537], [2.662, -1.589, 1.465], [1.838, -0.455, 2.428], [-0.363, 0.477, 1.650], [-2.382, 1.082, -1.809], [-2.107, 2.273, -0.337], [2.788, -1.545, -1.527]],
  "atomic_forces_ev_per_a": [[-3.1, -0.1, -2.2], [-2.5, 0.4, -0.4], [4.5, -1.2, -6.2], [1.9, -0.5, 0.0], [0.6, -0.9, -1.2], [-2.1, 2.6, 5.5], [3.5, -2.3, -8.2], [0.1, 1.7, 0.8], [-2.5, 0.4, 6.2], [-2.6, 0.6, 7.4], [-0.6, -1.7, -0.7], [-0.2, 1.6, -0.1], [1.1, -0.1, -1.4], [0.5, -0.1, -1.3], [0.8, 0.0, 2.6], [0.4, -2.3, -0.3], [0.3, 1.8, -0.4]]
}